[1]
# C32H39AsBN6PdS2

A structure of composition C32H39AsBN6PdS2 (ωB97M-V with the def2-TZVPD basis set, the OMol25 dataset).

Geometry as ORCA input:
```
! wB97M-V def2-TZVPD RIJCOSX def2/J DEFGRID3
* xyz -1 1
Pd -0.17586 -0.58710 0.69189
C 2.22721 -4.50162 0.64453
N 1.37828 -4.14909 1.75446
C 1.65222 -4.41989 3.08539
C 0.58948 -3.98576 3.78576
N -0.33583 -3.46153 2.91112
B -1.73980 -2.97046 3.37085
N -2.02841 -1.46671 3.04119
C -3.32753 -1.02306 2.93265
C -3.32892 0.32270 2.88476
N -2.00892 0.71872 2.95862
C -1.50864 2.07071 2.92389
C -1.20706 -0.39055 3.01719
S 0.50339 -0.33337 3.17032
C 0.15215 -3.55156 1.65618
S -0.55914 -2.99990 0.21041
H 3.21172 -4.03990 0.74306
H 1.74644 -4.14307 -0.26409
H 2.34843 -5.58554 0.58392
H 2.57296 -4.87871 3.39710
H 0.40722 -3.98325 4.84410
H -1.76611 -3.11717 4.58013
H -2.61168 -3.61577 2.82385
H -4.14482 -1.72079 2.89174
H -4.12909 1.03183 2.76892
H -2.24814 2.71777 2.45382
H -0.58813 2.07841 2.33869
H -1.28543 2.42983 3.93116
C 2.90080 -1.00278 -1.15004
C 4.43036 -1.00470 -1.42197
N 5.10974 -0.09806 -0.48690
C 4.48550 1.22770 -0.58131
C 2.99179 1.14829 -0.15216
N 2.62509 -0.24449 0.06457
C 3.40150 -0.77880 1.17619
C 4.91697 -0.60767 0.87740
H 2.49939 -2.01024 -1.02710
H 2.34938 -0.53277 -1.96939
H 4.65763 -0.68235 -2.44133
H 4.86059 -2.00104 -1.28817
H 4.58257 1.56917 -1.61500
H 5.05141 1.91744 0.04985
H 2.33512 1.56128 -0.92271
H 2.80646 1.69057 0.77814
H 3.12481 -1.82665 1.30685
H 3.09963 -0.25797 2.08696
H 5.45599 -1.55464 0.96746
H 5.38300 0.10136 1.56645
C -1.94858 5.37652 0.44311
C -0.66337 4.84971 0.39000
C -0.46615 3.54079 -0.01952
C -1.53720 2.73690 -0.41239
C -2.82095 3.27477 -0.34979
C -3.02593 4.58322 0.08027
As -1.14136 0.83720 -0.79312
C -2.87218 0.29799 -1.54092
C -3.43784 0.85786 -2.68466
C -4.65354 0.39419 -3.16680
C -5.30987 -0.64196 -2.51145
C -4.74211 -1.22029 -1.38539
C -3.52189 -0.75582 -0.90508
C -0.21744 1.06054 -2.51811
C 0.11500 -0.12562 -3.17449
C 0.82341 -0.10298 -4.36568
C 1.23431 1.10974 -4.91005
C 0.91646 2.29273 -4.26045
C 0.18760 2.26781 -3.07478
H -2.10786 6.39470 0.77609
H 0.18390 5.45764 0.68449
H 0.53205 3.11418 -0.00710
H -3.67303 2.66568 -0.62053
H -4.03273 4.98019 0.13297
H -2.91868 1.65773 -3.20300
H -5.08787 0.83426 -4.05665
H -6.25751 -1.00622 -2.89002
H -5.24193 -2.04019 -0.88446
H -3.04954 -1.21517 -0.03972
H -0.16650 -1.07423 -2.72564
H 1.06957 -1.03312 -4.86347
H 1.80099 1.12929 -5.83285
H 1.23321 3.24194 -4.67649
H -0.06616 3.20118 -2.58368
*
```

Calculated values
- HOMO-LUMO gap: 0.213 hartree
- E_LUMO: 0.0971 hartree

---

[2]
# C32H39BKN9O5

A structure of composition C32H39BKN9O5 (ωB97M-V with the def2-TZVPD basis set, the OMol25 dataset).

Geometry as ORCA input:
```
! wB97M-V def2-TZVPD RIJCOSX def2/J DEFGRID3
* xyz -2 1
K 0.07507 -0.03520 -0.73683
O -1.08452 1.58663 -6.73682
C -2.13959 2.01021 -5.97952
C -3.13268 2.78280 -6.58398
C -4.21915 3.25059 -5.86487
C -4.31602 2.95593 -4.51386
C -3.31932 2.19831 -3.91802
C -2.22329 1.69622 -4.61758
C -1.25509 0.85382 -3.80277
O -1.33770 0.94530 -2.55737
N -0.41720 0.10271 -4.50308
N 0.22334 -0.78060 -3.67415
C 1.42560 -1.08122 -3.96468
C 2.14586 -2.05686 -3.12369
C 3.37775 -2.56689 -3.53585
C 4.02515 -3.49134 -2.73662
C 3.43487 -3.87679 -1.54273
C 2.22455 -3.28832 -1.19636
N 1.59382 -2.40519 -1.95619
H -1.19628 1.96458 -7.61513
H -3.03889 3.01730 -7.64135
H -4.97727 3.84541 -6.36118
H -5.15199 3.31517 -3.92725
H -3.34982 1.96626 -2.86124
H 1.94121 -0.63422 -4.81749
H 3.81028 -2.23017 -4.46951
H 4.98441 -3.89698 -3.03645
H 3.91046 -4.58340 -0.87555
H 1.74494 -3.51764 -0.24924
C -1.75332 2.98878 0.31565
C -1.87145 2.00637 1.43569
C -2.39875 2.19964 2.72795
C -2.19427 0.99735 3.37483
C -2.54212 0.61285 4.77637
N -1.58608 0.16336 2.50588
N -1.39106 0.78127 1.31673
B -1.09033 -1.28719 2.72807
N -1.65362 -2.23804 1.64655
N -1.27742 -2.13248 0.34965
C -1.94136 -3.06074 -0.31837
C -1.75430 -3.20658 -1.79450
C -2.77055 -3.79380 0.55596
C -2.55498 -3.23089 1.79710
C -3.17052 -3.58633 3.11170
N 0.45485 -1.35199 2.77957
N 1.22311 -1.07877 1.69243
C 2.48348 -1.16769 2.08977
C 3.62183 -0.92907 1.15015
C 2.54605 -1.50143 3.45609
C 1.23041 -1.60886 3.85407
C 0.69029 -1.93571 5.20885
H -2.56886 3.71514 0.34935
H -1.77834 2.48790 -0.65329
H -0.80549 3.52655 0.39195
H -2.85280 3.08874 3.13677
H -3.05305 1.44592 5.26110
H -1.65394 0.37275 5.36329
H -3.19655 -0.26014 4.81058
H -1.50675 -1.65545 3.79732
H -1.09014 -2.43097 -2.17553
H -2.70875 -3.13530 -2.32153
H -1.30649 -4.17286 -2.04377
H -3.43724 -4.60876 0.32050
H -3.86892 -4.41262 2.97019
H -3.71639 -2.74530 3.54296
H -2.41986 -3.89046 3.84321
H 3.45608 -0.05278 0.52233
H 3.78208 -1.78684 0.49300
H 4.54500 -0.76321 1.70889
H 3.42479 -1.62632 4.06921
H 1.52325 -2.11004 5.89161
H 0.06377 -2.82944 5.19431
H 0.08379 -1.12456 5.61437
C 3.37445 2.81040 2.62019
C 2.86251 3.26984 1.25802
C 2.65722 4.77905 1.23285
O 1.62108 2.62743 0.99488
C 3.88410 2.85454 0.14974
O 5.02495 3.34527 0.21598
O 3.43802 2.01570 -0.68022
H 2.68051 3.12560 3.40515
H 4.36350 3.22885 2.81267
H 3.43449 1.72080 2.64381
H 1.99097 5.08296 2.04617
H 2.19894 5.07112 0.28634
H 3.61687 5.28653 1.33402
H 1.87884 2.06347 0.23277
*
```

Calculated values
- HOMO-LUMO gap: 0.248 hartree
- E_LUMO: 0.1515 hartree

---

[3]
# C32H39BeBrN3OSb

A structure of composition C32H39BeBrN3OSb (ωB97M-V with the def2-TZVPD basis set, the OMol25 dataset).

Geometry as ORCA input:
```
! wB97M-V def2-TZVPD RIJCOSX def2/J DEFGRID3
* xyz 2 1
Be -1.09816 0.60994 0.75088
C 0.51210 0.90768 5.81176
C -0.55190 0.77575 4.76793
C -1.87258 0.46400 5.10812
C -2.82182 0.24570 4.12309
C -2.40739 0.36272 2.81494
Br -3.49837 -0.09604 1.34442
N -1.17351 0.72470 2.45803
C -0.26193 0.92644 3.42348
H 0.20838 1.59314 6.60237
H 1.45443 1.24622 5.38613
H 0.68298 -0.06373 6.27988
H -2.14425 0.37668 6.15291
H -3.84558 -0.01216 4.35287
H 0.72660 1.21229 3.08776
C 2.63872 -0.85037 2.50112
C 3.10397 -1.76834 1.40050
C 4.29892 -2.47034 1.53115
C 4.73092 -3.34955 0.55025
C 3.97014 -3.54428 -0.59305
C 2.78282 -2.84816 -0.74571
C 2.35776 -1.96706 0.24215
Sb 0.53159 -0.96643 -0.23686
C 1.29045 0.14951 -1.90252
C 1.31897 -0.38588 -3.18844
C 1.81085 0.34387 -4.26018
C 2.27664 1.63108 -4.04851
C 2.27573 2.16366 -2.76915
C 1.80694 1.43463 -1.67849
C 1.97883 2.00980 -0.29508
C -0.61107 -2.66082 -0.86198
C -0.94366 -2.95529 -2.18013
C -1.65512 -4.10393 -2.49410
C -2.04680 -4.96325 -1.48172
C -1.73636 -4.66423 -0.16363
C -1.02048 -3.51999 0.16904
C -0.69065 -3.24244 1.61469
H 3.39066 -0.77778 3.28468
H 1.71626 -1.22886 2.95315
H 2.45193 0.15750 2.12015
H 4.89826 -2.32825 2.42229
H 5.66026 -3.88734 0.68116
H 4.29252 -4.23810 -1.35753
H 2.18682 -3.00071 -1.63899
H 0.98831 -1.39880 -3.36504
H 1.83053 -0.09841 -5.24734
H 2.67390 2.20638 -4.87467
H 2.66897 3.16010 -2.60493
H 2.16953 3.08126 -0.33639
H 2.84111 1.54194 0.18731
H 1.10383 1.84199 0.33692
H -0.66987 -2.29221 -2.98754
H -1.89707 -4.32332 -3.52534
H -2.59167 -5.86785 -1.71646
H -2.04848 -5.34041 0.62301
H -1.05638 -4.04105 2.25691
H -1.15412 -2.31008 1.95367
H 0.39091 -3.16456 1.76460
C -1.96703 2.69383 -3.56287
N -2.18570 1.97315 -2.30809
C -2.47009 0.55446 -2.48611
C -1.85484 2.47787 -1.12001
O -1.42481 1.69867 -0.19019
N -1.97361 3.77457 -0.85491
C -1.28355 4.36358 0.28756
C -2.91326 4.65059 -1.55075
H -1.27521 2.10707 -4.17100
H -1.51456 3.66387 -3.38884
H -2.89943 2.81366 -4.11463
H -3.30896 0.45793 -3.17497
H -2.74473 0.09099 -1.54175
H -1.60991 0.03667 -2.91034
H -0.42644 3.75576 0.56347
H -1.94865 4.45808 1.14812
H -0.93226 5.35534 0.00801
H -3.64830 4.06027 -2.09099
H -2.41164 5.32737 -2.24254
H -3.43134 5.24935 -0.80273
*
```

Calculated values
- HOMO-LUMO gap: 0.293 hartree
- E_LUMO: -0.2141 hartree